Computed, not measured: one molecule with the formula C4H11NO in a non-equilibrium geometry, with wB97M-V/def2-TZVPD.

Geometry as ORCA input:
```
! wB97M-V def2-TZVPD RIJCOSX def2/J DEFGRID3
* xyz 0 1
C -1.090 1.899 -0.251
C -0.490 0.604 0.342
C -0.326 0.779 1.857
N 0.762 0.164 -0.374
C 0.812 -1.124 -1.195
O 0.430 -2.301 -0.560
H -0.657 2.822 0.352
H -1.052 1.907 -1.396
H -2.159 1.949 -0.044
H -1.314 -0.062 0.075
H -0.576 -0.263 2.408
H 0.773 0.888 2.079
H -0.734 1.727 2.315
H 1.574 0.169 0.262
H 0.307 -1.032 -2.089
H 1.798 -1.626 -1.555
H -0.169 -2.165 0.175
*
```

Its total energy is -288.920058 hartree. As for the SMILES: CC(C)NCO. As for the energy relative to the best compared isomer or geometry (same formula, charge and spin): 2.638 eV. For the HOMO-LUMO gap, the calculation gives 10.02 eV.


Computed, not measured: a 2-piece molecular cluster, C4H11NO overall in a non-equilibrium geometry, with wB97M-V/def2-TZVPD.

Geometry as ORCA input:
```
! wB97M-V def2-TZVPD RIJCOSX def2/J DEFGRID3
* xyz 0 1
C -2.459 -0.614 -0.268
C -2.657 0.598 0.226
N -1.728 1.388 0.891
H -3.233 -1.216 -0.728
H -1.537 -1.151 -0.106
H -3.639 1.033 0.060
H -1.128 0.934 1.557
H -2.089 2.267 1.216
C 1.384 -0.945 -0.657
C 2.662 -0.150 -0.412
O 2.448 1.068 0.290
H 1.668 -1.867 -1.171
H 0.908 -1.214 0.299
H 0.640 -0.331 -1.142
H 3.101 0.140 -1.363
H 3.401 -0.784 0.101
H 2.259 0.844 1.209
*
```

Its total energy is -288.954519 hartree. As for the SMILES: C=CN.CCO. As for the energy relative to the best compared isomer or geometry (same formula, charge and spin): 1.701 eV. For the HOMO-LUMO gap, the calculation gives 9.22 eV.


Computed, not measured: a 2-piece molecular cluster, C4H11NO overall in a non-equilibrium geometry, with wB97M-V/def2-TZVPD.

Geometry as ORCA input:
```
! wB97M-V def2-TZVPD RIJCOSX def2/J DEFGRID3
* xyz 0 1
C 1.831 -0.308 1.919
C 0.991 -0.763 0.726
C 1.430 -0.651 -0.528
N 0.776 -1.203 -1.645
C -0.653 -1.397 -1.603
H 1.247 -0.354 2.841
H 2.659 -0.994 1.985
H 2.157 0.719 1.814
H -0.003 -1.144 0.941
H 2.345 -0.110 -0.747
H 1.003 -0.649 -2.458
H -1.009 -1.637 -2.586
H -0.935 -2.360 -1.149
H -1.220 -0.587 -1.141
O -3.718 3.690 0.223
H -2.919 4.237 0.277
H -3.982 3.510 1.130
*
```

Its total energy is -288.956877 hartree. As for the SMILES: C/C=C/NC.O. As for the energy relative to the best compared isomer or geometry (same formula, charge and spin): 1.636 eV. For the HOMO-LUMO gap, the calculation gives 8.77 eV.


Computed, not measured: a 2-piece molecular cluster, C4H11NO overall in a non-equilibrium geometry, with wB97M-V/def2-TZVPD.

Geometry as ORCA input:
```
! wB97M-V def2-TZVPD RIJCOSX def2/J DEFGRID3
* xyz 0 1
C 0.634 0.780 2.570
C 0.959 -0.084 1.385
N 0.056 -0.995 0.939
O 1.978 0.109 0.743
H 1.029 0.241 3.430
H -0.387 1.115 2.735
H 1.260 1.662 2.497
H 0.295 -1.434 0.066
H -0.834 -1.219 1.348
C -1.366 0.499 -3.158
C -1.451 -0.273 -1.839
H -0.387 0.933 -3.350
H -1.587 -0.132 -4.021
H -2.085 1.311 -3.197
H -0.693 0.108 -1.160
H -2.389 -0.009 -1.348
H -1.405 -1.361 -1.883
*
```

Its total energy is -289.004067 hartree. As for the SMILES: CC(N)=O.CC. As for the energy relative to the best compared isomer or geometry (same formula, charge and spin): 0.352 eV. For the HOMO-LUMO gap, the calculation gives 10.64 eV.


Computed, not measured: a 2-piece molecular cluster, C4H11NO overall in a non-equilibrium geometry, with wB97M-V/def2-TZVPD.

Geometry as ORCA input:
```
! wB97M-V def2-TZVPD RIJCOSX def2/J DEFGRID3
* xyz 0 1
C -0.805 1.548 0.550
C -0.128 1.268 -0.816
N -0.835 0.615 -1.807
O 1.025 1.608 -0.916
H -1.843 1.838 0.547
H -0.125 2.263 1.018
H -0.786 0.662 1.254
H -0.626 0.977 -2.722
H -1.748 0.318 -1.510
C 0.848 -2.745 0.886
C 0.078 -1.735 1.735
H 0.399 -3.735 0.880
H 1.145 -2.389 -0.087
H 1.861 -2.904 1.320
H -0.990 -1.651 1.424
H -0.117 -2.111 2.726
H 0.681 -0.823 1.661
*
```

Its total energy is -288.990400 hartree. As for the SMILES: CC(N)=O.CC. As for the energy relative to the best compared isomer or geometry (same formula, charge and spin): 0.724 eV. For the HOMO-LUMO gap, the calculation gives 10.70 eV.


Computed, not measured: C4H11NO as an isolated structure in a non-equilibrium geometry, with wB97M-V/def2-TZVPD.

Geometry as ORCA input:
```
! wB97M-V def2-TZVPD RIJCOSX def2/J DEFGRID3
* xyz 0 1
C 0.230 0.909 -0.455
C -0.409 -0.305 0.245
C -1.795 -0.570 -0.275
C -2.898 -0.302 0.427
N 1.757 1.089 0.526
H -0.310 1.795 -0.157
H 0.191 0.732 -1.535
H -0.452 -0.078 1.307
H 0.276 -1.148 0.165
H -1.841 -1.041 -1.255
H -2.676 0.039 1.434
H -3.901 -0.370 0.044
H 1.473 2.008 0.846
H 1.516 0.903 -0.544
H 3.426 -1.770 -0.616
H 2.786 -0.574 0.223
O 2.628 -1.319 -0.379
*
```

Its total energy is -288.839372 hartree. As for the energy relative to the best compared isomer or geometry (same formula, charge and spin): 4.834 eV. For the HOMO-LUMO gap, the calculation gives 10.24 eV.


no.,highest occupied orbital energy (Eh)
1,-0.334
2,-0.307
3,-0.291
4,-0.360
5,-0.362
6,-0.339